Below is a cluster of 16 separate species, C84H216N16O26 in total, with properties calculated with ωB97M-V with the def2-TZVPD basis set.

As for the lowest unoccupied orbital energy: 0.42 eV. The value obtained for the relative energy (zero: lowest compared OMol25 entry of this formula, charge and spin) is 104.60 kcal/mol. The value obtained for the HOMO-LUMO gap is 0.316 Ha. For the calculated total energy, the calculation gives -167666.85203 eV.

Last column: Mulliken charge in e.
Cartesian coordinates (Å):
H1 15.920398 -14.309181 -2.983313  0.329
H2 20.272941 -21.624671 -14.844477  -0.101
N1 16.628281 -16.904780 -15.567325  -0.355
H3 16.131441 -26.619505 -9.630592  0.179
H4 20.308729 -13.670876 -15.721527  0.299
C1 22.396095 -26.610999 -6.531352  -0.374
N2 18.948701 -23.706390 -16.070277  -0.725
H5 22.659497 -26.945066 -11.730389  0.322
H6 17.180295 -18.913657 -1.042924  -0.194
H7 17.181378 -9.411544 -5.099162  0.339
H8 19.152764 -22.448736 -7.307391  -0.102
H9 19.678755 -10.829992 -6.841935  0.058
C2 18.425233 -20.235228 -2.901323  0.060
O1 21.733223 -16.730738 -12.891340  0.226
C3 18.716386 -25.688909 -8.846401  -1.145
H10 17.438897 -26.643932 -16.946130  0.412
H11 17.965824 -22.428127 -9.186432  -0.598
H12 13.683752 -20.537671 -17.171333  0.339
H13 16.435103 -19.523896 -16.091765  0.056
H14 18.909567 -24.951889 -9.625883  -0.176
H15 21.123834 -19.680310 -9.879363  -0.589
C4 20.805208 -22.326745 -10.376065  0.448
C5 16.699741 -26.352396 -16.199973  -1.101
C6 17.146217 -26.638940 -14.768799  0.009
H16 21.147856 -22.411784 -11.407309  -0.062
O2 19.785314 -15.589177 -7.921566  -0.051
H17 18.553093 -14.226182 -14.317108  0.405
H18 21.262449 -14.965499 -5.450755  -0.461
H19 25.243071 -24.083727 -7.308009  0.419
C7 18.139437 -29.976096 -6.808672  -1.182
O3 18.756345 -18.878380 -2.909154  -0.409
H20 21.299133 -14.836875 -13.633263  0.382
C8 15.812608 -17.853784 -14.871340  0.238
H21 21.194917 -11.807194 -3.511130  0.425
C9 20.465856 -19.985636 -10.692963  0.556
H22 17.384849 -17.334380 -16.080312  0.389
H23 20.087995 -12.652700 -4.661210  -0.251
H24 12.873100 -13.596877 -9.146976  0.244
C10 14.183442 -20.915498 -16.279343  -0.800
H25 19.133208 -12.345877 -7.428929  -0.263
H26 16.535441 -10.146911 -8.807369  0.381
C11 23.298562 -23.134312 -7.228908  -0.549
H27 21.588342 -12.517337 -10.312515  0.407
H28 16.983209 -15.746533 -0.433262  0.567
H29 15.821006 -21.245460 0.062838  0.387
C12 27.123014 -16.647411 -14.567437  -0.274
H30 18.140165 -19.422745 -9.479339  -1.099
H31 20.458716 -13.471707 -9.421688  0.181
H32 15.157659 -25.150156 -18.129434  0.329
H33 19.549724 -25.551780 -8.157306  0.012
H34 15.229345 -25.523529 -8.634552  0.482
O4 14.565116 -19.923620 -15.274158  -0.220
H35 18.740801 -20.456391 -0.824243  0.222
H36 20.522506 -22.973998 -4.144588  0.437
C13 21.430314 -15.882836 -13.910485  -0.652
H37 22.900941 -22.153326 -7.489043  -0.293
N3 19.569754 -12.918020 -2.610454  -0.374
C14 16.049895 -24.652805 -17.749104  -0.859
H38 24.117630 -17.193270 -10.649633  0.668
H39 21.725874 -12.932769 -7.465940  -0.067
H40 23.723112 -16.160897 -12.739111  0.376
H41 22.278200 -25.186288 -11.394624  0.316
H42 10.916946 -15.321959 -8.970496  0.568
C15 16.476767 -29.785736 -8.409837  -0.929
H43 16.129039 -17.797277 -7.038229  -0.545
H44 10.139871 -17.260587 -7.884052  0.319
H45 21.034136 -19.990096 -11.623090  0.037
H46 17.369341 -20.725615 -10.910907  -0.448
H47 12.489535 -15.991551 -8.751985  -0.102
H48 16.265999 -12.681106 -3.325336  0.253
H49 16.452512 -20.005796 -8.207677  -0.224
H50 27.508578 -15.890499 -13.884404  0.318
O5 16.849666 -18.421501 1.687307  -0.325
C16 24.692613 -23.550452 -9.322805  -0.467
H51 15.422989 -25.830031 -11.626328  0.361
H52 13.986003 -20.508015 -5.826809  0.304
C17 20.758920 -11.522715 -8.635076  0.518
O6 15.080805 -13.504408 -4.743248  -0.547
H53 24.007952 -19.680908 -8.086046  0.204
H54 17.712525 -21.746758 -1.585582  0.505
H55 23.009074 -19.197931 -12.500441  -0.250
H56 22.867580 -25.868118 -5.887984  0.264
C18 16.623666 -21.343045 -10.410055  1.222
C19 16.142556 -13.645192 -3.818688  -0.157
C20 22.342452 -14.887199 -5.325975  -1.239
C21 18.071105 -14.792765 -15.113842  -0.921
H57 23.952895 -23.507492 -12.795754  0.080
C22 18.593140 -15.310037 -7.200280  1.687
C23 19.827830 -14.105340 -16.597930  -0.807
H58 25.705590 -22.027090 -6.519707  0.266
H59 18.688478 -27.539423 -12.962690  0.494
H60 19.377342 -10.157887 -2.883938  0.546
C24 20.313657 -14.159166 -2.323566  0.281
H61 16.477227 -22.198349 -11.069678  -0.375
N4 25.453298 -22.132321 -7.492016  -0.563
H62 19.003717 -26.668399 -3.722977  0.433
H63 22.655796 -15.218507 -4.335943  0.826
H64 20.662642 -23.326321 -5.793993  -0.050
H65 21.611729 -17.204911 -6.567731  -0.153
H66 13.715070 -14.719810 -6.584561  0.251
H67 17.562882 -16.895450 2.750112  0.243
H68 18.555232 -30.884647 -7.244267  0.467
H69 22.482782 -23.723171 -7.648239  -0.277
O7 14.418934 -19.010080 -7.276400  -0.347
H70 18.086322 -19.866371 1.060890  0.279
H71 22.138324 -15.941203 -14.737173  0.353
O8 11.272262 -15.763991 -7.027750  -0.386
C25 15.433951 -12.962330 -5.997004  1.160
C26 24.601722 -21.039254 -12.209973  -0.031
H72 22.544347 -17.895513 -10.522245  -0.549
C27 18.818315 -18.410745 -4.265679  -0.269
C28 26.514299 -19.663937 -15.318589  1.095
H73 20.975624 -26.422717 -13.651460  0.397
C29 12.498354 -13.933413 -8.180335  -0.896
C30 16.143239 -20.205033 0.104870  -0.907
C31 17.038470 -19.793212 1.352006  -0.329
H74 21.261147 -13.930299 -1.835722  0.534
H75 14.989861 -15.287312 -8.495275  -0.921
H76 24.213929 -22.655934 -14.225868  -0.029
C32 10.915801 -17.104749 -7.134554  -0.597
H77 20.391732 -24.946697 -13.070513  -0.096
H78 16.272678 -18.310615 -13.995124  -0.221
H79 13.443925 -21.563987 -15.809578  0.270
C33 24.357023 -19.797616 -11.305883  -0.059
C34 20.305898 -26.018606 -12.892341  -0.240
C35 17.273346 -16.050981 -14.536435  0.381
N5 16.785694 -19.832759 -1.183085  -0.204
C36 14.421566 -19.520360 -5.978211  -0.520
N6 18.562971 -18.574249 -9.827740  1.502
H80 19.230416 -20.857915 -3.291250  0.118
H81 18.235391 -25.948609 -12.580301  -0.100
H82 16.996589 -10.536647 -7.101256  -0.008
C37 24.937349 -25.854794 -9.547872  -1.062
C38 18.431163 -22.488439 -15.540032  1.785
H83 22.702126 -15.558721 -11.428945  0.215
H84 13.840616 -18.891166 -5.303893  0.332
H85 15.906600 -27.071240 -16.405602  0.526
H86 24.129636 -15.517686 -6.527940  0.580
H87 26.338412 -22.217186 -7.971056  0.223
O9 18.934294 -20.115751 -15.070939  -0.117
H88 22.580865 -12.444365 -8.610978  0.371
N7 23.790576 -18.690773 -12.110377  0.093
H89 19.203098 -17.390924 -4.265000  0.188
H90 21.930877 -26.088282 -7.367078  0.015
C39 19.405583 -18.823807 -10.966101  -1.456
H91 25.971960 -21.718349 -15.808920  0.267
C40 19.285835 -17.900818 -8.774333  1.610
H92 19.878489 -29.614660 -5.565634  0.567
H93 28.459517 -19.198258 -15.949819  0.320
O10 18.042599 -10.988642 -4.257489  0.083
H94 22.553093 -22.859110 -13.827493  0.245
C41 27.557646 -18.620961 -15.746199  -0.873
H95 19.108410 -13.441518 -17.077364  0.322
H96 19.887782 -17.961618 -11.426752  0.213
C42 22.858843 -16.390402 -12.115851  -1.033
H97 16.598114 -25.964856 -14.110553  -0.127
H98 19.662017 -28.437499 -6.878066  0.128
H99 14.722370 -12.114090 -7.624640  0.471
H100 21.266742 -21.693476 -5.242229  0.244
H101 17.102253 -13.803143 -9.863097  -0.494
O11 21.530491 -27.362379 -5.723110  -0.462
H102 22.067750 -26.372703 -10.205530  -0.072
H103 17.939802 -17.190436 -0.665078  0.311
O12 27.951878 -17.778321 -14.666009  -0.398
O13 15.391154 -20.587943 -10.390675  -0.626
H104 17.504226 -18.285689 3.749432  0.304
H105 16.973549 -23.549320 -14.234685  0.297
C43 17.336472 -25.450512 -8.165135  1.731
O14 19.885686 -21.249080 -10.461735  0.806
H106 18.027181 -16.187535 -6.887567  -0.316
C44 15.106266 -17.716379 -7.406313  0.232
C45 19.144285 -29.047622 -6.137929  -0.276
H107 18.114129 -24.253356 -16.226558  -0.291
H108 19.937745 -10.191266 -4.541397  0.409
H109 19.846322 -28.194549 -3.732686  0.429
H110 27.423232 -21.263860 -16.656887  0.456
C46 17.150861 -10.766873 -8.155439  0.200
H111 16.815250 -30.667767 -8.953497  0.333
H112 15.024318 -15.665106 -10.944170  0.763
H113 18.630134 -17.904337 -7.903617  -0.481
H114 26.776725 -16.163566 -15.480708  0.296
H115 11.791913 -17.753225 -7.130392  0.154
C47 15.362496 -24.824053 -11.211061  -0.845
H116 17.027638 -11.806632 -11.264382  0.220
H117 19.373601 -23.538859 -16.971109  0.359
H118 15.012575 -18.657533 -16.727948  0.374
C48 17.796661 -22.835548 -14.201389  -0.826
H119 16.843910 -11.798868 -8.325331  -0.404
C49 18.906105 -26.506377 -13.233876  -0.312
H120 18.624862 -13.232602 -2.778751  0.170
H121 21.085076 -10.561982 -9.033457  0.507
C50 19.447661 -21.365840 -15.507822  -0.808
C51 16.219984 -14.048090 -10.454453  0.216
H122 14.331691 -24.641672 -10.907286  0.350
H123 20.797917 -19.639938 -14.043089  0.117
C52 26.462811 -20.883459 -16.309058  -1.603
H124 24.056922 -22.795534 -9.785510  -0.886
C53 20.570520 -26.556408 -5.090468  0.428
C54 20.525321 -22.482696 -5.117572  -0.426
C55 17.571759 -20.998235 -6.747036  -0.054
H125 24.562674 -19.906883 -15.361768  0.308
H126 17.646406 -22.112581 -16.196533  -0.209
H127 16.791729 -16.088381 -10.809163  -0.229
H128 25.064288 -18.871963 -14.282506  -0.109
N8 18.539916 -28.043547 -5.222499  -0.399
H129 14.859982 -17.411010 -14.580575  0.330
C56 23.530782 -22.687756 -13.377094  -0.554
H130 27.228074 -18.143528 -16.668986  0.422
H131 17.954506 -14.780328 -7.907142  -1.267
H132 14.703254 -20.936666 -12.295236  0.373
H133 25.852331 -20.634834 -17.177160  0.396
C57 19.625268 -16.427139 -9.057689  0.231
H134 16.557640 -15.623362 -13.834287  0.345
C58 15.520589 -18.994495 -15.824355  -0.609
H135 23.335509 -23.269546 -6.147958  0.782
H136 19.927136 -21.201355 -16.472787  0.370
H137 18.083122 -27.369754 -5.820372  0.616
O15 18.540883 -10.580378 -8.490229  -0.463
C59 16.171733 -25.631722 -9.171489  -1.226
O16 19.034637 -15.179590 -16.064873  -0.331
H138 15.432967 -19.516381 -5.571820  -0.006
H139 16.037100 -17.793322 -9.328801  -0.469
C60 17.729517 -17.972454 2.730012  -0.765
H140 17.875188 -16.624366 -13.831363  -0.663
H141 21.002056 -25.808190 -4.425609  0.515
C61 17.161406 -9.909561 -4.129782  -1.076
H142 17.046255 -27.683140 -14.472570  0.557
C62 19.001256 -21.532423 -6.736842  0.766
H143 25.204236 -20.668879 -13.039381  -0.615
H144 16.875607 -24.979336 -18.381290  0.373
H145 22.642391 -13.848678 -5.185950  0.567
H146 13.579462 -12.185333 -6.278032  0.512
H147 25.892482 -25.806487 -10.070839  0.256
H148 17.062043 -11.977830 -12.990614  0.224
C63 19.431925 -15.079080 -1.377816  -1.146
H149 20.645298 -14.432379 -17.240496  0.245
H150 16.109482 -10.181087 -4.041253  0.280
H151 24.441003 -26.781427 -9.836131  0.323
H152 19.937781 -12.267763 -10.637388  0.440
H153 18.786291 -14.613228 -6.384651  -0.326
H154 14.593855 -17.012706 -6.750280  0.565
C64 20.621321 -12.467091 -9.812069  -1.522
H155 18.640781 -25.345713 -14.917584  0.450
C65 14.254736 -12.776715 -6.896393  -1.413
H156 19.794994 -20.861139 -7.064624  -0.133
H157 20.019798 -26.020598 -5.863580  -0.255
H158 11.859514 -13.118297 -7.840391  0.515
H159 18.870443 -15.944953 -9.678834  -0.245
H160 20.484551 -14.732631 -3.234628  -0.563
N9 22.499096 -14.971571 -7.752146  -0.090
O17 20.665997 -26.466777 -11.611551  -0.264
H161 15.916868 -12.003650 -5.807741  -0.225
O18 23.538472 -17.791223 -7.459642  -0.420
H162 15.057717 -21.520727 -16.519058  0.241
H163 18.763226 -26.691477 -9.271549  0.667
H164 15.240090 -19.595334 0.131259  0.396
H165 19.541988 -18.974803 -4.854100  0.243
C66 19.503917 -27.383794 -4.375755  -1.408
H166 22.234232 -19.349149 -7.723490  0.036
H167 26.905434 -19.943819 -14.340441  0.068
H168 15.489256 -11.952974 -12.239820  0.331
O19 24.087544 -24.794781 -9.779057  0.304
H169 17.548429 -21.897273 -13.705272  0.548
O20 19.264504 -21.918375 -5.379108  -0.471
H170 20.465144 -16.238502 -14.271115  -0.094
H171 10.504172 -17.242242 -6.134672  0.264
H172 15.408021 -13.468487 -10.015286  0.423
H173 17.525200 -20.066730 -6.182908  -1.081
H174 17.063241 -14.061806 -4.227189  -0.171
C67 15.958350 -15.515414 -10.402609  -0.467
H175 17.458351 -27.219523 -7.397672  -0.122
H176 17.897709 -18.553952 -4.831444  -0.017
H177 16.123107 -29.135625 -9.210083  0.200
C68 21.973466 -26.226702 -11.281575  -0.456
N10 21.904892 -12.070432 -7.960329  -0.817
H178 26.265351 -16.995185 -13.991608  -0.157
H179 18.789568 -19.296481 -11.731098  0.321
H180 21.654275 -22.140616 -9.718382  0.158
H181 19.246493 -14.506763 -0.468879  0.318
C69 19.383929 -10.758643 -3.793415  -1.274
H182 23.658415 -20.010605 -10.496762  -0.610
H183 16.120301 -13.638434 -6.506821  -0.388
H184 18.762817 -18.143800 2.428299  0.334
C70 22.692951 -17.086824 -6.496204  -0.178
H185 15.910087 -23.575192 -17.834568  0.142
N11 13.670249 -14.031127 -7.322000  0.134
O21 17.460136 -29.116679 -7.711599  -0.216
H186 16.962698 -21.715053 -6.196300  0.269
H187 20.430554 -18.705780 -15.513469  0.654
C71 15.015160 -20.119472 -11.644857  -0.835
H188 25.691431 -23.510804 -9.757427  0.685
O22 16.327804 -24.671990 -10.200997  0.344
N12 17.155262 -20.728310 -8.142805  1.116
C72 23.276172 -19.182897 -7.449970  -0.735
H189 14.273941 -17.532272 -9.350898  0.247
H190 22.944059 -17.368112 -5.473500  0.570
H191 20.535685 -16.402301 -9.656546  -0.095
H192 20.052343 -15.916820 -1.059431  0.537
H193 20.157758 -18.470356 -8.452655  -1.199
O23 16.445148 -13.726996 -11.833365  -0.216
C73 24.683478 -23.290612 -7.803918  0.615
C74 20.169432 -12.113741 -3.717288  0.265
N13 25.173754 -19.109437 -15.258075  -0.605
H194 25.176773 -21.817852 -11.708779  0.559
H195 17.506486 -30.318147 -5.989843  0.397
H196 19.466628 -18.382796 -14.141446  -0.732
H197 17.396610 -24.472265 -7.688144  -0.495
O24 23.370957 -21.435719 -12.718677  0.421
H198 23.328837 -19.662741 -6.472697  0.686
C75 23.041269 -15.577227 -6.531859  -0.299
H199 23.155609 -27.276596 -6.941515  0.383
N14 18.489024 -26.304398 -14.638312  -0.456
C76 11.762943 -15.327902 -8.283213  -0.062
H200 17.570490 -20.506806 -3.520818  0.033
C77 16.517059 -12.287382 -12.098831  -0.775
H201 25.337738 -19.491978 -10.941364  0.833
C78 23.296993 -17.588399 -11.248402  0.216
H202 14.143359 -19.477018 -11.521154  0.505
H203 25.170064 -25.911138 -8.484494  0.283
H204 18.571558 -23.198203 -13.526030  -0.370
C79 17.424018 -16.389635 -1.194976  -1.187
C80 17.040690 -21.871989 -9.035007  0.063
H205 16.159168 -26.435257 -6.811791  0.194
H206 16.631662 -16.918630 -1.724538  0.504
N15 15.652238 -15.867251 -8.990297  1.505
H207 15.482351 -24.041609 -11.960396  0.047
N16 17.139059 -26.332957 -7.034138  -0.397
H208 17.388240 -9.216811 -3.319380  0.397
H209 15.670321 -19.538182 -12.293675  0.055
H210 16.298258 -22.571951 -8.651684  0.601
H211 20.328183 -23.243471 -10.029430  -0.902
C81 20.001403 -19.192622 -14.637728  -0.017
O25 16.412771 -24.998847 -16.434302  -0.250
H212 15.693304 -30.085637 -7.713888  0.341
C82 17.934874 -20.681529 -1.522739  -0.683
H213 17.349339 -14.124509 -15.583506  0.671
C83 15.211868 -17.243018 -8.876842  -0.312
H214 16.818645 -20.398839 2.231203  0.440
C84 19.499743 -11.376854 -7.767674  0.352
H215 21.582066 -15.381355 -7.858146  -0.132
O26 18.255277 -15.521095 -2.026552  0.183
H216 23.075832 -15.353285 -8.488193  0.377

Cartesian forces (eV/Å) of the 2 atoms listed first:
-0.7 -0.3 -0.4
0.2 -0.4 0.3